The following is a quantum chemistry calculation of C6H12OS in the gas phase in a non-equilibrium geometry, from OMol25.

```
! RIJCOSX wB97M-V def2-TZVPD def2/J DEFGRID3
* xyz 0 1
S -2.25 -0.03 1.37
O -0.68 -2.61 0.40
C 0.11 -1.50 0.55
C -0.52 -0.16 0.93
C 0.32 0.79 1.72
C 0.93 0.19 -1.25
C -0.18 -0.48 -0.50
C 0.45 1.50 -1.84
H -1.11 -0.78 -1.01
H 1.06 -1.68 1.03
H 1.43 0.57 1.63
H 1.17 1.93 -2.56
H 0.15 0.63 2.78
H 0.14 1.84 1.46
H 1.78 0.29 -0.57
H -0.83 -3.05 1.24
H -0.44 1.35 -2.49
H -2.90 -0.55 0.27
H 1.14 -0.56 -2.03
H 0.23 2.29 -1.12
*
```

Output
- Structure (SMILES): CC[C@H]1[C@H](O)[C@]1(C)S
- Relative energy (zero: lowest compared OMol25 entry of this formula, charge and spin): 30.1 kcal/mol
- DFT total energy: -709.1914 Ha